{
  "formula": "C7H9Br2Cl15",
  "method": "ωB97M-V/def2-TZVPD",
  "elements": ["C", "Cl", "Cl", "Cl", "H", "C", "Cl", "Cl", "Cl", "H", "C", "Cl", "Cl", "Cl", "H", "C", "Cl", "Cl", "Cl", "H", "C", "Cl", "Cl", "Cl", "H", "Br", "C", "C", "Br", "H", "H", "H", "H"],
  "positions_angstrom": [[1.133567, -13.853833, 6.964531], [-0.456430, -14.440045, 6.445299], [1.835178, -12.639887, 5.776994], [2.197040, -15.283446, 7.168321], [1.098626, -13.408972, 7.959008], [-2.183824, -9.432867, 13.686463], [-1.244393, -9.404389, 15.261588], [-1.358354, -8.314628, 12.472172], [-3.846177, -8.789948, 13.836723], [-2.246758, -10.480098, 13.390745], [-4.953062, -15.001597, 12.437272], [-3.587777, -16.165115, 12.115999], [-4.459249, -13.872488, 13.734787], [-6.523154, -15.810173, 12.687343], [-5.005154, -14.361453, 11.556591], [-6.617369, -11.968889, 5.834788], [-5.864557, -11.368113, 7.304994], [-8.029628, -12.917186, 6.310008], [-5.401927, -12.928567, 4.949479], [-6.979002, -11.169455, 5.188078], [-2.793104, -12.033390, 9.230236], [-3.286391, -11.172039, 10.712147], [-3.521602, -13.703336, 9.286295], [-1.082530, -11.991917, 9.012437], [-3.277782, -11.503864, 8.409986], [-6.182442, -15.750581, 8.177514], [-4.830774, -17.113341, 7.682763], [-3.685705, -16.387511, 6.842714], [-2.594245, -17.691998, 5.786905], [-5.273312, -17.880171, 7.046984], [-4.345462, -17.528274, 8.566177], [-3.136228, -15.707056, 7.493230], [-4.266057, -15.797101, 6.133698]],
  "forces_ev_per_angstrom": [[0.9988, -0.1864, -0.4903], [0.1249, 0.4178, 0.0405], [-0.7055, -1.1038, 1.0908], [-0.1572, 0.6122, -0.2350], [-0.2883, 0.1687, -0.4542], [0.4756, 1.4432, 0.4438], [-0.9231, 0.0106, -1.2777], [-0.3662, -1.3907, 0.8539], [0.5658, -0.5308, 0.2873], [0.2761, 0.4209, -0.3136], [0.7811, 0.3271, -0.1097], [-0.9784, 0.4174, 0.1654], [-0.4723, -0.6756, -0.2472], [0.8911, 0.3591, -0.0005], [-0.2265, -0.3787, 0.1078], [0.1428, -0.3690, 0.0732], [0.0142, 0.4699, 0.0713], [-0.0051, -0.2343, -0.2565], [-0.4361, 0.0530, 0.0011], [0.3131, -0.0286, 0.2249], [-1.0034, 0.5276, 0.3425], [0.0908, -0.2875, -0.3261], [0.4707, 0.3690, -0.1057], [0.1824, -0.2470, 0.0482], [0.1482, -0.3490, 0.0414], [0.9051, -0.7979, -0.2418], [1.3378, -0.3306, -0.2854], [-1.1790, 0.0987, -0.6423], [-1.0183, 1.1146, 1.2920], [-0.4726, 0.3240, 0.2214], [-0.6170, 0.1677, 0.3118], [0.4629, -0.4607, -0.1905], [0.6675, 0.0689, -0.4409]],
  "lowdin_charge": [-1.478, 0.481, 0.495, 0.516, -0.026, -1.430, 0.483, 0.443, 0.491, -0.020, -1.502, 0.466, 0.526, 0.531, -0.056, -1.510, 0.543, 0.524, 0.522, 0.033, -1.478, 0.555, 0.501, 0.631, -0.022, 1.026, -0.502, -0.634, 0.718, 0.073, 0.081, -0.003, 0.025],
  "s_squared": 0.7549,
  "gap_ev": [8.4114, 2.7120],
  "spin_multiplicity": 2,
  "charge": 1
}


{
  "formula": "C4H12N3",
  "method": "ωB97M-V/def2-TZVPD",
  "elements": ["C", "C", "C", "C", "N", "N", "N", "H", "H", "H", "H", "H", "H", "H", "H", "H", "H", "H", "H"],
  "positions_angstrom": [[-0.926848, -1.648204, 0.871229], [-0.515569, -0.186458, 1.053497], [0.381879, 0.249319, -0.134905], [0.807365, 1.683974, -0.111425], [1.553403, 2.061677, -1.307494], [1.282782, -0.780448, -0.466402], [-1.986173, -1.776198, -0.128240], [-1.198913, -2.095942, 1.840756], [-0.064379, -2.154717, 0.533420], [0.111337, -0.101390, 2.001587], [-1.439402, 0.467093, 1.177764], [-0.048188, 2.336832, 0.118895], [0.973030, 2.283151, -2.163075], [2.300680, 2.802624, -1.157322], [0.122806, -0.183868, -1.119592], [1.925452, -0.568175, -1.231714], [1.494978, 1.834776, 0.749521], [-2.882526, -1.644310, 0.188428], [-1.891711, -2.579737, -0.714928]],
  "forces_ev_per_angstrom": [[-1.4383, 0.2770, 0.6628], [-0.7153, 0.1810, 0.3721], [3.1097, -0.8713, 5.7327], [0.5653, 2.0661, -1.2056], [0.5358, 0.9055, -0.9929], [-2.7448, 1.5476, -0.6957], [3.1629, 0.4902, -0.9036], [0.0628, 0.2465, -0.1779], [0.6442, -0.9041, -0.2704], [-0.5923, 0.1809, -1.2209], [1.3623, -0.6098, -0.3111], [-0.0601, -0.3956, -0.1743], [0.8965, -0.0823, 1.6517], [-1.6222, -1.3783, -0.2785], [-0.8476, -1.8274, -2.7308], [0.6549, 0.9679, -0.0048], [-0.4475, -0.6083, -0.3061], [-2.3433, 0.2287, 0.8883], [-0.1829, -0.4142, -0.0348]],
  "lowdin_charge": [-0.278, -0.119, -0.317, -0.216, -0.013, 0.375, 0.046, 0.128, 0.078, 0.158, 0.150, 0.135, 0.115, 0.121, 0.227, 0.127, 0.159, 0.047, 0.078],
  "gap_ev": 5.6257,
  "spin_multiplicity": 1,
  "charge": 1
}


{
  "formula": "C45H51ClN9O2",
  "method": "ωB97M-V/def2-TZVPD",
  "elements": ["O", "C", "C", "C", "Cl", "C", "O", "C", "N", "H", "H", "H", "H", "H", "H", "H", "H", "H", "H", "H", "N", "C", "C", "C", "C", "C", "H", "H", "H", "H", "H", "N", "C", "C", "C", "C", "C", "H", "H", "H", "H", "H", "N", "C", "C", "C", "C", "C", "H", "H", "H", "H", "H", "N", "C", "C", "C", "C", "C", "H", "H", "H", "H", "H", "N", "C", "C", "C", "C", "C", "H", "H", "H", "H", "H", "N", "C", "C", "C", "C", "C", "H", "H", "H", "H", "H", "N", "C", "C", "C", "C", "C", "H", "H", "H", "H", "H", "N", "C", "C", "C", "C", "C", "H", "H", "H", "H", "H"],
  "positions_angstrom": [[-3.414058, -2.009081, 4.588412], [-2.804460, -2.914351, 3.696230], [-2.882529, -2.471018, 2.175155], [-1.742121, -3.287747, 1.440571], [-1.460687, -2.774160, -0.273602], [-2.148675, -4.821489, 1.572878], [-1.049271, -5.576286, 1.081201], [-2.439032, -5.223362, 3.074028], [-3.388996, -4.280441, 3.743759], [-2.674181, -1.495152, 4.957573], [-1.723731, -3.022449, 3.940828], [-2.811348, -1.374953, 2.048536], [-3.848376, -2.845146, 1.750795], [-0.796936, -3.186854, 2.022123], [-3.048961, -5.036340, 0.944860], [-1.169402, -5.625760, 0.127399], [-2.874004, -6.246562, 3.031514], [-1.516690, -5.307709, 3.683643], [-4.298922, -4.356032, 3.276564], [-3.511602, -4.571107, 4.722859], [0.831622, -1.143195, 3.028635], [1.329409, -0.172589, 2.254124], [2.608726, 0.341753, 2.385403], [3.423300, -0.175046, 3.383475], [2.928754, -1.180499, 4.201535], [1.638025, -1.624445, 3.975317], [0.653301, 0.200893, 1.492744], [2.958243, 1.124983, 1.726553], [4.429250, 0.201284, 3.521999], [3.529973, -1.607599, 4.992567], [1.202693, -2.411199, 4.582459], [-3.930061, -0.000032, -0.087880], [-3.771539, -0.831081, -1.126489], [-4.602254, -0.845544, -2.236012], [-5.660750, 0.048367, -2.275371], [-5.845758, 0.918253, -1.211161], [-4.957883, 0.855326, -0.149675], [-2.925755, -1.515050, -1.041087], [-4.425079, -1.538201, -3.048154], [-6.333071, 0.068404, -3.124757], [-6.660704, 1.629482, -1.206331], [-5.060582, 1.518135, 0.702745], [3.860827, -4.574740, -0.474926], [3.761423, -5.556223, -1.379098], [2.602178, -5.844331, -2.081306], [1.476772, -5.074250, -1.832737], [1.553954, -4.051780, -0.899671], [2.762364, -3.844776, -0.254122], [4.666847, -6.132162, -1.537562], [2.581422, -6.649485, -2.803481], [0.549965, -5.268087, -2.361884], [0.695820, -3.427923, -0.677627], [2.872744, -3.054610, 0.481813], [-0.735708, -0.231073, 7.062924], [-0.966494, -0.033813, 8.367243], [-1.509567, 1.127179, 8.890726], [-1.832786, 2.151998, 8.017465], [-1.602166, 1.977537, 6.662698], [-1.057167, 0.776828, 6.236586], [-0.696758, -0.861588, 9.013308], [-1.675375, 1.226193, 9.954884], [-2.258417, 3.076363, 8.387963], [-1.839531, 2.756999, 5.951200], [-0.863387, 0.592805, 5.183529], [-5.690956, 3.409996, -4.849072], [-5.869909, 3.593358, -3.537027], [-6.382935, 4.755429, -2.983103], [-6.728002, 5.792439, -3.836445], [-6.550180, 5.627505, -5.200293], [-6.033492, 4.424160, -5.652380], [-5.582484, 2.756276, -2.911855], [-6.508550, 4.847035, -1.911648], [-7.130360, 6.718186, -3.443404], [-6.806487, 6.413136, -5.895230], [-5.879942, 4.246813, -6.711023], [-4.561279, 7.947013, -5.173117], [-4.072786, 8.919788, -5.951160], [-2.789140, 9.428210, -5.837712], [-1.960235, 8.903351, -4.859310], [-2.443472, 7.895881, -4.039446], [-3.741881, 7.455242, -4.237665], [-4.758610, 9.301109, -6.699713], [-2.447637, 10.214448, -6.497550], [-0.949869, 9.274507, -4.737402], [-1.826358, 7.461359, -3.264359], [-4.162650, 6.666013, -3.623459], [7.664656, -2.926990, -1.942439], [6.836536, -3.580359, -1.117491], [7.262579, -4.346172, -0.045096], [8.625347, -4.447748, 0.188376], [9.503472, -3.781939, -0.652953], [8.975169, -3.038447, -1.695613], [5.783737, -3.474831, -1.340355], [6.545169, -4.849536, 0.589279], [8.998943, -5.038407, 1.016274], [10.573373, -3.837816, -0.502699], [9.622051, -2.497014, -2.377760], [6.950989, 3.287211, -3.381283], [6.191342, 2.322644, -3.911819], [6.300681, 0.982177, -3.578026], [7.254816, 0.614652, -2.642436], [8.055917, 1.596259, -2.079772], [7.863505, 2.909052, -2.479948], [5.461838, 2.657942, -4.641062], [5.656423, 0.244866, -4.038559], [7.371966, -0.424741, -2.356106], [8.812323, 1.348546, -1.346621], [8.463545, 3.711933, -2.065409]],
  "forces_ev_per_angstrom": [[0.4676, -1.1399, -0.5418], [0.8731, 2.2720, -1.5055], [0.4321, -1.0460, -0.0918], [-1.0646, -0.3733, 1.5462], [-0.0042, -0.9729, 1.5359], [0.7007, 1.2273, -0.7564], [-0.8538, -0.2336, 0.8373], [0.7731, -1.3355, -1.2490], [0.1407, -0.6718, 0.6523], [-0.4508, 0.0092, 0.2021], [-0.6859, -0.1397, 0.0669], [-0.0103, -0.6252, 0.1275], [0.4559, 0.7122, 0.2455], [-0.3986, 0.2332, -0.8111], [0.3765, 0.3027, 0.5860], [0.2621, -0.0915, -0.0981], [0.0705, 0.7626, 0.2450], [-0.4664, 0.3566, -0.4614], [0.0333, 0.4131, 0.1801], [-0.0939, 0.1014, -0.1898], [0.1306, 0.0684, -0.0619], [-0.2929, -0.0653, -0.0913], [0.0370, -0.1008, 0.1316], [0.0325, 0.0133, 0.0099], [0.0614, 0.1196, -0.1233], [-0.2828, -0.1875, 0.0867], [0.0681, 0.0609, -0.0348], [-0.0371, -0.0207, -0.0016], [-0.0279, -0.0105, -0.0089], [-0.0401, -0.0119, -0.0173], [0.1485, -0.0041, 0.1307], [-0.2352, -0.1012, -0.2444], [0.1525, 0.1096, 0.1412], [-0.0969, 0.1082, 0.0708], [-0.1058, -0.0367, -0.0936], [0.0480, -0.1546, 0.0178], [0.2626, -0.1165, 0.1890], [-0.8509, 0.6585, -0.3595], [0.0200, 0.0196, 0.0145], [0.0345, 0.0325, 0.0112], [0.0122, -0.0181, 0.0392], [-0.0651, 0.0286, -0.0364], [-0.5272, -0.1571, -0.1584], [0.1850, 0.1820, 0.2544], [-0.0942, 0.0112, 0.0133], [-0.0500, -0.0112, 0.0111], [0.0166, 0.0089, -0.0312], [0.3722, -0.1014, 0.0750], [-0.0235, -0.0234, -0.0672], [0.0386, 0.0121, 0.0189], [0.0354, 0.0156, -0.0304], [0.4750, -0.1838, -0.0796], [-0.0684, 0.0306, -0.0087], [-0.3293, 0.3754, -0.0394], [0.1461, -0.2951, -0.2756], [-0.0038, 0.0557, -0.0492], [-0.0407, 0.1118, 0.0465], [0.0012, -0.0151, -0.0232], [0.0992, -0.3854, 0.1730], [-0.0195, 0.0406, 0.0587], [0.0247, -0.0302, -0.0158], [0.0133, -0.0237, -0.0133], [0.0138, -0.0306, -0.0113], [0.0471, 0.0985, -0.0179], [-0.1346, 0.3169, 0.1721], [0.1120, -0.1536, -0.3255], [-0.0159, 0.0481, -0.0698], [-0.1109, 0.0461, 0.0380], [-0.1244, -0.1059, 0.0610], [0.0972, -0.3284, 0.0817], [0.0248, 0.1135, 0.0135], [0.0131, -0.0159, -0.0093], [0.0365, -0.0029, -0.0307], [0.0596, -0.0124, 0.0218], [-0.0180, 0.0680, -0.0097], [0.4845, 0.2753, 0.0576], [-0.2627, -0.2336, 0.1147], [0.0411, -0.0301, 0.0482], [0.0958, 0.0261, 0.0202], [0.0149, 0.0711, -0.0667], [-0.3041, 0.0111, -0.1795], [0.0543, 0.0511, -0.0260], [-0.0328, -0.0139, 0.0004], [-0.0259, -0.0079, -0.0062], [-0.0310, -0.0123, -0.0087], [0.0611, -0.0200, 0.0251], [0.2257, -0.2048, 0.3710], [0.1090, 0.2973, -0.3891], [0.1137, -0.0557, 0.0493], [0.0300, -0.0294, 0.0415], [-0.0530, -0.0476, 0.0634], [-0.2756, 0.1330, -0.2049], [0.0008, -0.0387, 0.1096], [-0.0621, 0.0493, -0.0617], [-0.0026, 0.0145, -0.0223], [-0.0152, 0.0197, -0.0293], [0.0597, -0.0285, 0.0330], [0.0292, -0.3954, 0.1182], [0.1134, 0.3345, 0.0504], [0.0527, 0.0407, 0.0550], [0.0429, -0.1968, 0.0977], [-0.0950, -0.0121, -0.0696], [-0.1650, 0.2484, -0.1936], [-0.0201, -0.0585, -0.0124], [0.0183, 0.0166, -0.0111], [-0.0197, 0.0022, -0.0514], [-0.0025, 0.0266, -0.0125], [0.0384, -0.0430, 0.0282]],
  "lowdin_charge": [0.038, -0.328, -0.088, -0.542, 0.772, -0.354, -0.025, -0.040, 0.110, 0.106, 0.164, 0.120, 0.130, 0.104, 0.162, 0.090, 0.153, 0.157, 0.194, 0.200, 0.037, -0.155, -0.059, -0.061, -0.061, -0.171, 0.105, 0.109, 0.112, 0.107, 0.095, 0.050, -0.192, -0.058, -0.072, -0.090, -0.147, -0.036, 0.105, 0.115, 0.103, 0.103, 0.052, -0.142, -0.063, -0.081, -0.098, -0.136, 0.109, 0.105, 0.105, -0.002, 0.102, 0.040, -0.155, -0.065, -0.070, -0.069, -0.170, 0.103, 0.107, 0.111, 0.105, 0.090, 0.055, -0.164, -0.082, -0.100, -0.091, -0.148, 0.066, 0.099, 0.111, 0.098, 0.103, 0.061, -0.144, -0.072, -0.079, -0.069, -0.144, 0.104, 0.103, 0.106, 0.101, 0.092, 0.047, -0.156, -0.077, -0.081, -0.075, -0.156, 0.076, 0.092, 0.105, 0.102, 0.104, 0.048, -0.161, -0.076, -0.079, -0.077, -0.161, 0.100, 0.100, 0.076, 0.099, 0.100],
  "gap_ev": 7.6425,
  "spin_multiplicity": 1,
  "charge": 1
}


| no. | calculated total energy (a.u.) |
| --- | --- |
| 1 | -12322.6028 |
| 2 | -323.4592 |
| 3 | -2848.5220 |